1.
Density functional theory data (ωB97M-V/def2-TZVPD) for a cluster of 3 separate species, C36H31BO9S in total at a distorted geometry.

Output
LUMO level   -1.01 eV
Frontier orbital gap   8.26 eV

```
78
C36H31BO9S | OMol25 | ωB97M-V/def2-TZVPD
C -6.23 4.88 -0.57
C -5.03 3.94 0.01
O -5.17 2.65 -0.65
B -3.89 2.17 -1.15
O -2.63 2.40 -0.50
C -3.97 1.27 -2.50
O -2.77 0.71 -3.09
C -3.33 0.03 -4.24
O -2.86 -0.92 -4.89
O -4.62 0.59 -4.59
C -4.63 1.84 -3.82
C -3.84 2.83 -4.79
S -2.58 3.92 -3.99
C -0.87 3.27 -4.34
C -0.34 3.75 -5.79
H -6.87 4.29 -1.32
H -5.83 5.79 -1.13
H -6.90 5.16 0.30
H -5.25 3.79 1.11
H -4.06 4.49 -0.21
H -2.08 3.02 -1.04
H -4.52 0.32 -2.11
H -5.62 2.29 -3.52
H -4.63 3.54 -5.26
H -3.34 2.32 -5.69
H -0.12 3.68 -3.58
H -0.90 2.13 -4.21
H 0.44 3.01 -6.20
H -1.26 3.84 -6.47
H 0.14 4.78 -5.62
O 2.95 -0.58 0.73
C 3.09 -0.58 -0.48
C 4.43 -0.35 -1.08
C 5.53 -0.17 -0.25
C 6.80 0.00 -0.80
C 6.97 -0.01 -2.18
C 5.87 -0.18 -3.01
C 4.59 -0.35 -2.46
C 3.43 -0.51 -3.36
O 3.56 -0.44 -4.57
C 2.09 -0.75 -2.76
C 0.99 -0.94 -3.60
C -0.26 -1.20 -3.05
C -0.41 -1.28 -1.67
C 0.68 -1.07 -0.83
C 1.94 -0.81 -1.38
H 5.41 -0.16 0.83
H 7.66 0.15 -0.15
H 7.96 0.11 -2.61
H 6.00 -0.19 -4.09
H 1.10 -0.89 -4.68
H -1.12 -1.35 -3.70
H -1.39 -1.49 -1.24
H 0.55 -1.13 0.24
O 0.33 -3.77 3.22
C 0.65 -3.41 4.34
C 0.25 -4.19 5.52
C -0.48 -5.37 5.36
C -0.83 -6.13 6.47
C -0.45 -5.73 7.74
C 0.27 -4.55 7.91
C 0.61 -3.77 6.80
C 1.36 -2.51 7.00
O 1.63 -2.12 8.12
C 1.78 -1.74 5.81
C 2.51 -0.56 5.98
C 2.94 0.16 4.86
C 2.63 -0.30 3.58
C 1.89 -1.46 3.41
C 1.46 -2.18 4.53
H -0.78 -5.69 4.37
H -1.39 -7.05 6.34
H -0.71 -6.33 8.61
H 0.56 -4.24 8.91
H 2.76 -0.21 6.97
H 3.51 1.07 5.00
H 2.98 0.26 2.72
H 1.65 -1.80 2.41
```

=====

2.
Density functional theory data (ωB97M-V/def2-TZVPD) for a structure of composition C36H31Br2O2PdS2 at a distorted geometry.

Output
LUMO level   -3.13 eV
Frontier orbital gap   7.75 eV
Net charge   +1

```
74
C36H31Br2O2PdS2 | OMol25 | ωB97M-V/def2-TZVPD
Pd -2.96 -1.17 0.31
Br -5.09 -1.18 -1.62
C -5.31 -3.13 -1.50
Br -3.95 -3.99 -0.45
H -5.28 -3.49 -2.52
H -6.26 -3.30 -1.03
C 1.03 1.53 5.77
C 0.45 0.63 4.71
C 0.93 -0.67 4.53
C 0.40 -1.49 3.56
C -0.64 -1.01 2.76
C -1.15 0.26 2.93
C -0.60 1.08 3.91
S -1.30 -2.05 1.54
O -1.64 -3.35 2.10
C 0.00 -2.32 0.36
C 0.10 -3.65 -0.10
C 0.95 -3.94 -1.12
C 1.74 -2.93 -1.72
C 2.62 -3.23 -2.79
C 3.39 -2.26 -3.35
C 3.32 -0.93 -2.86
C 2.47 -0.61 -1.84
C 1.65 -1.60 -1.24
C 0.73 -1.29 -0.19
C 0.74 0.11 0.31
C 1.80 0.47 1.20
C 2.76 -0.48 1.64
C 3.76 -0.12 2.51
C 3.85 1.20 2.99
C 2.95 2.14 2.57
C 1.91 1.80 1.67
C 0.99 2.77 1.22
C -0.01 2.42 0.37
C -0.12 1.08 -0.09
S -1.61 0.80 -1.03
O -1.67 -0.64 -1.47
C -1.36 1.73 -2.51
C -0.24 1.48 -3.30
C -0.11 2.17 -4.50
C -1.07 3.09 -4.91
C -0.91 3.84 -6.20
C -2.18 3.32 -4.09
C -2.33 2.64 -2.90
H 1.98 1.16 6.13
H 0.36 1.61 6.63
H 1.17 2.54 5.37
H 1.73 -1.03 5.16
H 0.77 -2.50 3.43
H -1.96 0.61 2.31
H -0.99 2.08 4.05
H -0.49 -4.42 0.37
H 1.04 -4.96 -1.48
H 2.67 -4.25 -3.14
H 4.07 -2.50 -4.16
H 3.95 -0.17 -3.31
H 2.43 0.40 -1.47
H 2.71 -1.50 1.29
H 4.48 -0.86 2.83
H 4.65 1.47 3.67
H 3.02 3.17 2.92
H 1.08 3.79 1.57
H -0.72 3.16 0.02
H 0.50 0.75 -3.00
H 0.75 1.98 -5.13
H -0.09 3.43 -6.80
H -0.69 4.89 -6.01
H -1.82 3.80 -6.80
H -2.93 4.03 -4.41
H -3.19 2.82 -2.27
C -4.13 -1.30 1.94
H -3.97 -2.22 2.48
H -5.14 -1.26 1.55
H -3.96 -0.46 2.60
```

=====

3.
Density functional theory data (ωB97M-V/def2-TZVPD) for a structure of composition C36H31BrMnN6O4S3.

Output
LUMO level (spin up / spin down)   0.06 / 0.06 eV
Frontier orbital gap (spin up / spin down)   6.89 / 6.74 eV
2S+1   2

```
82
C36H31BrMnN6O4S3 | OMol25 | ωB97M-V/def2-TZVPD
Mn -1.15 1.17 -0.36
Br 4.86 -4.62 -0.55
C 4.77 -3.17 0.67
C 5.90 -2.40 0.90
C 5.83 -1.37 1.82
C 4.64 -1.08 2.48
C 3.52 -1.87 2.25
C 3.59 -2.92 1.35
N 4.77 -0.08 3.50
N 3.84 0.66 3.89
C 2.61 0.81 3.21
C 1.51 0.95 4.03
C 0.20 1.06 3.55
C -0.03 1.08 2.18
O -1.20 1.15 1.63
C 1.13 1.07 1.31
N 0.84 1.23 -0.01
C 1.83 1.33 -0.87
C 3.18 1.29 -0.46
C 3.48 1.11 0.85
C 2.44 0.96 1.80
H 6.82 -2.62 0.37
H 6.71 -0.78 2.05
H 2.59 -1.70 2.77
H 2.72 -3.54 1.17
H 1.69 0.93 5.10
H -0.64 1.13 4.22
H 1.56 1.44 -1.91
H 3.96 1.41 -1.20
H 4.51 1.09 1.17
C -3.84 0.71 -4.72
O -2.54 0.94 -4.18
C -2.37 1.07 -2.87
O -1.25 1.29 -2.44
N -3.47 1.00 -2.08
N -3.23 0.99 -0.69
H -3.72 0.73 -5.79
H -4.53 1.50 -4.41
H -4.22 -0.27 -4.41
H -4.27 0.48 -2.40
H -3.21 0.02 -0.35
H -3.90 1.58 -0.22
C -0.86 7.58 -0.06
C -0.96 6.08 -0.13
C -1.30 5.31 0.97
C -1.38 3.94 0.86
N -1.14 3.29 -0.29
C -0.81 4.03 -1.35
C -0.71 5.40 -1.32
H -1.01 7.94 0.96
H -1.62 8.04 -0.70
H 0.11 7.92 -0.40
H -1.50 5.78 1.93
H -1.63 3.31 1.70
H -0.60 3.48 -2.26
H -0.42 5.94 -2.21
O -1.47 -0.78 -0.63
C -1.25 -2.14 -0.53
C -2.57 -2.83 -0.91
C -3.33 -3.72 -0.23
C -4.53 -4.08 -0.91
C -4.65 -3.46 -2.11
S -3.32 -2.42 -2.42
C -0.88 -2.59 0.88
C -1.13 -1.93 2.05
C -0.66 -2.64 3.19
C -0.08 -3.83 2.87
S -0.08 -4.09 1.18
C -0.16 -2.63 -1.47
C -0.12 -3.76 -2.23
C 1.12 -3.94 -2.90
C 2.00 -2.94 -2.63
S 1.33 -1.78 -1.57
H -3.05 -4.10 0.74
H -5.26 -4.78 -0.53
H -5.45 -3.56 -2.83
H -1.60 -0.96 2.07
H -0.75 -2.27 4.21
H 0.36 -4.55 3.54
H -0.95 -4.45 -2.30
H 1.35 -4.77 -3.55
H 3.01 -2.82 -3.00
```

=====

4.
Density functional theory data (ωB97M-V/def2-TZVPD) for a structure of composition C36H31CoI2N3O3S2 at a distorted geometry.

Output
LUMO level (spin up / spin down)   1.63 / 1.35 eV
Frontier orbital gap (spin up / spin down)   5.43 / 4.92 eV
2S+1   5
Net charge   -1

```
78
C36H31CoI2N3O3S2 | OMol25 | ωB97M-V/def2-TZVPD
Co -1.27 1.81 1.57
C 4.85 -3.37 -0.80
O 3.84 -2.41 -0.52
C 2.57 -2.88 -0.32
C 2.19 -4.21 -0.58
C 0.90 -4.66 -0.37
C -0.07 -3.79 0.11
C 0.25 -2.46 0.26
C 1.59 -2.03 0.15
N 1.92 -0.66 0.44
C 0.92 0.01 1.13
N 0.82 -0.46 2.39
C -0.32 -0.32 3.20
C -1.46 0.41 2.87
C -2.55 0.39 3.77
C -2.44 -0.35 4.93
C -1.34 -1.10 5.27
C -0.27 -1.08 4.36
O 0.91 -1.77 4.56
C 1.08 -2.30 5.86
N 0.32 1.06 0.70
C 0.39 1.52 -0.72
C 1.50 2.41 -1.19
C 1.68 2.67 -2.53
C 1.20 1.90 -3.58
C -0.32 -0.43 -3.63
C -0.85 -0.49 -2.34
O -1.78 -1.15 -1.65
C -2.49 -2.25 -2.26
H 5.79 -2.83 -0.77
H 4.74 -3.75 -1.81
H 4.93 -4.24 -0.10
H 2.98 -4.85 -0.94
H 0.66 -5.67 -0.58
H -1.08 -4.12 0.24
H -0.47 -1.78 0.61
H 2.23 -0.15 -0.39
H 1.54 -1.10 2.67
H -3.43 0.99 3.57
H -3.32 -0.33 5.61
H -1.35 -1.65 6.19
H 2.01 -2.87 5.92
H 0.26 -3.00 6.06
H 1.15 -1.55 6.64
H 1.90 3.10 -0.47
H 2.29 3.60 -2.78
H 1.29 2.18 -4.62
H -1.48 -1.67 -4.90
H -3.30 -2.49 -1.62
H -1.81 -3.07 -2.36
H -2.92 -1.95 -3.23
S -3.33 2.57 1.71
C -3.12 4.32 1.77
C -4.28 5.09 1.94
C -4.13 6.47 1.95
C -2.87 7.11 1.93
C -1.75 6.31 1.81
C -1.90 4.94 1.69
S -0.51 3.93 1.44
H -5.22 4.61 2.01
H -4.97 7.15 2.09
H -2.68 8.16 1.86
H -0.72 6.72 1.84
I -1.75 3.53 -2.04
I -1.52 4.00 -5.28
C -0.93 1.85 -1.32
C -0.13 0.70 -1.84
C 0.70 0.59 -3.13
C -0.48 -1.20 -4.88
C 0.58 -2.18 -5.09
C 1.77 -2.19 -4.45
C 2.36 -1.37 -3.41
C 2.01 -0.19 -2.87
H -0.48 -0.48 -5.73
H 0.39 -2.89 -5.90
H 2.51 -2.92 -4.76
H 3.33 -1.72 -3.11
H 2.74 0.34 -2.24
```

=====

5.
Density functional theory data (ωB97M-V/def2-TZVPD) for a structure of composition C36H31MnN4O5P at a distorted geometry.

Output
LUMO level (spin up / spin down)   0.19 / -0.88 eV
Frontier orbital gap (spin up / spin down)   6.43 / 6.35 eV
2S+1   2

```
78
C36H31MnN4O5P | OMol25 | ωB97M-V/def2-TZVPD
Mn -0.67 0.69 0.65
O -2.30 0.79 -0.36
C -2.20 -0.45 0.00
C -1.85 -1.50 -1.00
C -2.46 -2.75 -1.04
C -2.13 -3.66 -2.03
C -1.22 -3.33 -3.02
C -0.59 -2.09 -2.98
C -0.89 -1.18 -1.97
P -0.03 0.39 -1.66
C 1.60 0.15 -2.48
C 2.32 -1.02 -2.25
C 3.60 -1.17 -2.77
C 4.17 -0.15 -3.52
C 3.46 1.02 -3.73
C 2.18 1.18 -3.21
C -0.85 1.58 -2.78
C -1.66 1.19 -3.84
C -2.28 2.15 -4.63
C -2.09 3.50 -4.37
C -1.29 3.89 -3.31
C -0.67 2.94 -2.51
H -3.21 -3.01 -0.30
H -2.60 -4.64 -2.05
H -0.98 -4.03 -3.80
H 0.14 -1.83 -3.74
H 1.88 -1.83 -1.68
H 4.15 -2.08 -2.59
H 5.17 -0.26 -3.92
H 3.90 1.83 -4.31
H 1.64 2.09 -3.39
H -1.81 0.14 -4.05
H -2.91 1.84 -5.45
H -2.58 4.24 -4.99
H -1.14 4.95 -3.11
H -0.06 3.24 -1.67
C 1.05 4.08 1.84
C 0.37 2.75 1.72
N 0.85 1.82 0.92
O 1.89 2.24 0.09
C -0.73 2.39 2.53
C -1.30 3.29 3.59
N -1.19 1.15 2.39
O -2.10 0.72 3.13
H 1.27 4.49 0.86
H 2.01 3.94 2.35
H 0.45 4.78 2.41
H 2.64 1.69 0.32
H -0.54 3.58 4.32
H -2.08 2.74 4.11
H -1.74 4.20 3.17
O 5.71 -2.94 3.77
C 5.35 -2.10 2.78
O 6.21 -1.59 2.11
C 3.90 -1.87 2.55
C 2.89 -2.26 3.44
C 1.56 -2.04 3.15
C 1.17 -1.43 1.95
C 2.19 -0.98 1.10
C 3.52 -1.21 1.38
N -0.14 -1.21 1.56
C -1.10 -1.96 2.11
C -2.49 -1.79 1.98
C -3.38 -2.42 2.87
C -4.69 -2.03 2.95
C -5.16 -0.99 2.11
C -4.31 -0.47 1.19
N -3.04 -0.93 1.06
H 4.93 -3.33 4.20
H 3.14 -2.70 4.40
H 0.82 -2.31 3.89
H 1.90 -0.47 0.19
H 4.30 -0.88 0.70
H -0.80 -2.77 2.78
H -2.98 -3.16 3.56
H -5.35 -2.49 3.67
H -6.16 -0.61 2.20
H -4.59 0.30 0.48
```

=====

6.
Density functional theory data (ωB97M-V/def2-TZVPD) for a structure of composition C36H31N9O4S3Zr.

Output
LUMO level   -5.52 eV
Frontier orbital gap   7.54 eV
Net charge   +2

```
84
C36H31N9O4S3Zr | OMol25 | ωB97M-V/def2-TZVPD
Zr 0.31 0.73 -0.37
N -0.66 -0.89 2.84
C -0.94 0.41 2.77
N -0.58 1.22 1.77
C -1.01 2.52 2.04
C -1.69 2.69 3.18
S -1.84 1.19 4.02
C -0.60 3.55 1.08
C -0.92 4.85 1.09
S -0.08 5.67 -0.18
C 0.68 4.19 -0.63
N 0.28 3.15 0.08
N 1.61 4.15 -1.59
H 0.08 -1.24 2.24
H -0.88 -1.41 3.67
H -2.09 3.60 3.59
H -1.58 5.38 1.75
H 1.80 4.97 -2.15
H 2.04 3.30 -1.90
O 1.89 1.98 -3.72
C 0.96 1.52 -3.12
O 1.02 0.52 -2.26
C -0.43 2.11 -3.12
C -0.95 2.83 -4.20
C -2.20 3.35 -4.08
C -2.94 3.16 -2.89
C -4.24 3.67 -2.71
C -4.92 3.46 -1.55
C -4.32 2.71 -0.51
C -3.07 2.20 -0.65
C -2.34 2.41 -1.84
N -1.08 1.91 -1.98
H -0.34 2.96 -5.09
H -2.66 3.91 -4.89
H -4.69 4.24 -3.52
H -5.92 3.86 -1.42
H -4.88 2.53 0.40
H -2.64 1.58 0.14
C -4.36 -5.96 1.77
C -3.50 -4.93 1.11
C -3.42 -3.63 1.62
C -2.64 -2.67 1.00
C -1.94 -3.01 -0.15
C -2.01 -4.29 -0.69
C -2.79 -5.24 -0.05
S -0.93 -1.84 -0.95
O -0.70 -2.27 -2.30
O -1.53 -0.47 -0.78
N 0.41 -1.49 -0.11
C 1.50 -2.37 0.02
C 1.74 -3.48 -0.75
C 2.89 -4.27 -0.52
C 3.80 -3.95 0.45
C 3.58 -2.81 1.26
C 4.46 -2.41 2.29
C 4.17 -1.31 3.03
C 2.99 -0.60 2.76
N 2.15 -0.92 1.81
C 2.43 -2.02 1.05
H -4.51 -5.73 2.82
H -3.92 -6.95 1.69
H -5.34 -5.99 1.29
H -3.99 -3.37 2.50
H -2.61 -1.66 1.37
H -1.49 -4.52 -1.61
H -2.85 -6.23 -0.47
H 1.07 -3.75 -1.55
H 3.05 -5.14 -1.14
H 4.68 -4.56 0.61
H 5.36 -2.99 2.47
H 4.82 -0.98 3.84
H 2.73 0.27 3.36
C 3.77 -0.28 -1.63
C 3.66 0.76 -0.57
N 2.56 1.28 -0.01
C 2.99 2.20 0.94
C 4.34 2.25 0.93
N 4.74 1.33 -0.02
H 2.98 -1.02 -1.56
H 4.73 -0.80 -1.53
H 3.72 0.17 -2.62
H 2.30 2.76 1.54
H 5.04 2.84 1.49
H 5.69 1.12 -0.28
```